(1)
Entry from OMol25: C47H61O2PRbS2Si4 as an isolated structure at a distorted geometry (ωB97M-V/def2-TZVPD).

```
118
C47H61O2PRbS2Si4, DFT ωB97M-V/def2-TZVPD
Rb -0.5380 -0.1391 -0.3731
O 0.3618 2.2644 0.1256
S 0.6844 3.7059 0.0492
C -0.9390 4.5420 -0.2742
C -1.9442 4.3041 0.8422
C -3.4045 4.5796 0.4619
C -4.0054 3.6358 -0.5723
S -3.9333 1.8263 -0.1939
O -2.4967 1.4668 -0.1793
C -4.4583 1.9214 1.5187
C -5.7812 2.2284 1.8152
C -6.1917 2.2576 3.1366
C -5.2920 1.9659 4.1547
C -3.9795 1.6333 3.8454
C -3.5624 1.6021 2.5247
C 0.8374 4.2744 1.7519
C 0.6582 3.3604 2.7745
C 0.7914 3.7753 4.0900
C 1.1106 5.0971 4.3721
C 1.3074 6.0030 3.3378
C 1.1782 5.5914 2.0208
H -1.2553 4.0783 -1.2102
H -0.7313 5.6010 -0.4436
H -1.6924 4.9338 1.6959
H -1.8495 3.2664 1.1582
H -3.4979 5.6020 0.0801
H -4.0028 4.5261 1.3740
H -3.4976 3.7004 -1.5360
H -5.0657 3.8506 -0.7252
H -6.4797 2.4377 1.0125
H -7.2200 2.4966 3.3758
H -5.6185 1.9837 5.1861
H -3.2807 1.3899 4.6351
H -2.5490 1.3244 2.2620
H 0.4356 2.3305 2.5219
H 0.6577 3.0655 4.8961
H 1.2220 5.4203 5.3992
H 1.5727 7.0291 3.5587
H 1.3451 6.2857 1.2041
C -7.1880 -3.4858 -0.0285
C -6.7053 -3.3010 -1.3177
C -5.3612 -3.0268 -1.5318
C -4.4638 -2.9205 -0.4668
C -4.9736 -3.1096 0.8189
C -6.3146 -3.3918 1.0452
P -2.5263 -2.7751 -0.4805
C -2.4351 -1.7512 -2.0035
C -1.4014 -1.8624 -2.9343
C -1.2806 -0.9521 -3.9786
C -2.1964 0.0800 -4.1218
C -3.2472 0.1846 -3.2187
C -3.3608 -0.7222 -2.1770
C -2.3571 -4.5070 -1.1229
C -3.1272 -5.5627 -1.5316
C -2.4629 -6.7630 -1.8892
C -1.1018 -6.9222 -1.7826
C -0.2917 -5.8595 -1.3115
C 1.0949 -5.8653 -1.0239
C 1.6758 -4.7267 -0.5244
C 0.9646 -3.5108 -0.3339
C -0.3857 -3.4399 -0.6016
C -0.9574 -4.6524 -1.0506
H -8.2368 -3.7046 0.1363
H -7.3845 -3.3805 -2.1604
H -5.0008 -2.8991 -2.5480
H -4.2800 -3.0365 1.6527
H -6.6780 -3.5408 2.0562
H -0.6833 -2.6655 -2.8411
H -0.4692 -1.0571 -4.6890
H -2.1031 0.7895 -4.9352
H -3.9827 0.9763 -3.3215
H -4.1793 -0.6326 -1.4749
H -4.2089 -5.5160 -1.5791
H -3.0593 -7.5959 -2.2471
H -0.6459 -7.8707 -2.0495
H 1.6805 -6.7672 -1.1685
H 2.7282 -4.7490 -0.2640
H 1.5266 -2.6577 0.0418
C 4.0326 -3.0237 1.8475
Si 4.3975 -1.1688 1.6176
C 6.2752 -1.0245 1.9525
C 3.5665 -0.3368 3.1237
Si 3.4454 -0.1996 -0.2925
Si 4.4161 1.9307 -0.2970
C 6.3071 2.1676 -0.4735
C 3.9966 2.8870 1.3036
C 3.6838 2.9763 -1.7216
Si 4.3794 -1.1062 -2.2518
C 3.6226 -0.1050 -3.6916
C 3.9042 -2.8997 -2.6619
C 6.2714 -1.0931 -2.5421
H 4.4101 -3.3921 2.8053
H 4.4968 -3.6170 1.0546
H 2.9576 -3.2171 1.8153
H 6.5633 -1.4262 2.9288
H 6.5892 0.0225 1.9132
H 6.8408 -1.5618 1.1863
H 3.8277 -0.8158 4.0722
H 2.4782 -0.3711 3.0180
H 3.8561 0.7158 3.1879
H 6.8296 1.6446 0.3319
H 6.6163 3.2173 -0.4502
H 6.6530 1.7348 -1.4160
H 4.7299 2.6817 2.0881
H 3.0222 2.5691 1.6820
H 3.9623 3.9709 1.1542
H 4.2316 2.8068 -2.6521
H 3.7055 4.0501 -1.5123
H 2.6447 2.6869 -1.8991
H 2.5385 -0.0385 -3.5620
H 3.8164 -0.5558 -4.6694
H 4.0133 0.9162 -3.7088
H 2.8269 -3.0448 -2.5730
H 4.3888 -3.6027 -1.9791
H 4.1975 -3.1684 -3.6805
H 6.6793 -0.0841 -2.4400
H 6.5464 -1.4729 -3.5304
H 6.7631 -1.7201 -1.7927
```

electronic energy: -4297.8450 Eh
HOMO level: -3.32 eV
relative energy (zero: lowest compared OMol25 entry of this formula, charge and spin): 1.2574 eV
charge: -1
2S+1: 1
maximum force: 1.4 eV Å⁻¹

***

(2)
Entry from OMol25: C30H51CdN8OS3Si2 as an isolated structure (ωB97M-V/def2-TZVPD).

```
96
C30H51CdN8OS3Si2, DFT ωB97M-V/def2-TZVPD
Cd 0.9303 0.4167 0.0183
C -3.7132 3.3172 2.2558
C -2.6823 2.4509 2.8728
N -2.7294 1.9294 4.0554
N -1.5593 1.2270 4.1588
C -0.7829 1.2994 3.0720
S 0.7320 0.6367 2.8075
N -1.5157 2.0849 2.2350
N -1.0897 2.4010 0.9632
H -4.4865 3.5209 2.9912
H -4.1672 2.8337 1.3884
H -3.2804 4.2605 1.9220
H -1.3356 0.7364 5.0072
H -0.8285 3.3767 0.8883
H -1.7853 2.1324 0.2786
C 4.2272 0.7045 -2.4381
Si 2.5719 -0.0159 -2.9692
C 2.5394 0.0361 -4.8481
C 2.5308 -1.8288 -2.5006
C 1.1381 0.9334 -2.1759
C 1.5604 2.3538 -1.9445
C 1.8698 3.2630 -2.9665
C 2.3172 4.5299 -2.6506
C 2.4589 4.8929 -1.3159
C 2.1365 3.9511 -0.3603
N 1.6936 2.7283 -0.6598
Si -0.4762 0.8326 -3.1188
C -0.4567 1.4351 -4.9001
C -1.7896 1.9068 -2.2884
C -1.1156 -0.9319 -3.1878
H 4.9209 0.7007 -3.2810
H 4.6765 0.1167 -1.6377
H 4.1504 1.7345 -2.0855
H 3.4581 -0.4249 -5.2189
H 2.5000 1.0505 -5.2493
H 1.7026 -0.5249 -5.2690
H 3.2833 -2.3718 -3.0778
H 1.5628 -2.2926 -2.7013
H 2.7719 -1.9547 -1.4428
H 1.7809 2.9571 -3.9985
H 2.5681 5.2295 -3.4377
H 2.8211 5.8696 -1.0285
H 2.2431 4.1674 0.6982
H 0.0364 2.3978 -5.0347
H -1.4932 1.5614 -5.2236
H 0.0129 0.7215 -5.5772
H -1.3580 2.8444 -1.9303
H -2.2506 1.3694 -1.4557
H -2.5842 2.1642 -2.9916
H -0.5554 -1.5263 -3.9126
H -2.1645 -0.9445 -3.4937
H -1.0521 -1.4261 -2.2188
C 4.6736 0.9369 3.6522
N 3.8767 -0.2658 3.4881
C 3.5034 -1.1328 4.4956
C 2.7459 -2.0905 3.9401
N 2.6506 -1.7991 2.5811
C 3.3582 -0.6607 2.3043
S 3.5741 0.1442 0.8488
C 1.9919 -2.6470 1.6576
C 2.1658 -4.0215 1.7897
C 1.5139 -4.8552 0.9024
C 0.7208 -4.2888 -0.0858
C 0.6213 -2.9124 -0.1286
N 1.2335 -2.0907 0.7263
H 5.0591 0.9535 4.6680
H 4.0555 1.8153 3.4704
H 5.4962 0.9326 2.9410
H 3.7930 -0.9781 5.5187
H 2.2239 -2.9143 4.3890
H 2.8312 -4.4211 2.5410
H 1.6420 -5.9270 0.9693
H 0.2060 -4.8957 -0.8171
H 0.0273 -2.4300 -0.8925
C -5.3907 0.2030 -1.1917
C -5.4330 -0.5549 0.1288
C -4.1742 -0.3752 0.9710
S -2.7274 -1.1393 0.1921
O -1.5329 -0.3582 0.6894
C -2.7020 -2.6890 1.1162
C -2.1309 -2.5483 2.5185
C -1.9918 -3.9110 3.1903
H -6.3040 0.0388 -1.7617
H -4.5517 -0.1103 -1.8144
H -5.2966 1.2778 -1.0202
H -5.6091 -1.6201 -0.0480
H -6.2792 -0.2086 0.7256
H -4.2908 -0.7875 1.9735
H -3.8989 0.6770 1.0683
H -2.0855 -3.3667 0.5211
H -3.7247 -3.0760 1.0966
H -2.7630 -1.8970 3.1276
H -1.1591 -2.0553 2.4443
H -2.9437 -4.4437 3.2176
H -1.6432 -3.8035 4.2171
H -1.2743 -4.5374 2.6566
```

electronic energy: -3628.2384 Eh
HOMO level: -10.06 eV
relative energy (zero: lowest compared OMol25 entry of this formula, charge and spin): 0.0000 eV
charge: +1
2S+1: 1
maximum force: 0.4 eV Å⁻¹

***

(3)
Entry from OMol25: one molecule with the formula C20H23ClN4O4S2 at a distorted geometry (ωB97M-V/def2-TZVPD).

```
54
C20H23ClN4O4S2, DFT ωB97M-V/def2-TZVPD
C 2.8956 0.3665 2.8400
O 4.2667 0.0890 3.0096
C 4.7682 -0.9760 2.2500
C 5.0431 -0.6439 0.7677
N 3.8706 -0.7342 -0.0594
C 3.1927 0.2826 -0.6583
S 3.7254 1.9386 -0.5322
C 2.6204 2.7665 -1.7258
C 1.2546 3.1029 -1.1298
O 0.9459 4.2339 -0.8320
N 0.4782 1.9987 -1.0083
C -0.7900 1.8846 -0.4606
C -1.5530 2.9696 -0.0246
C -2.8110 2.7679 0.5115
C -3.3293 1.4829 0.6194
Cl -4.8823 1.2111 1.2837
C -2.5751 0.4049 0.1844
S -3.1925 -1.2750 0.3243
O -3.5412 -1.5477 1.6844
O -2.2353 -2.1400 -0.3103
N -4.6045 -1.1666 -0.5826
C -4.3318 -1.1357 -1.9988
C -5.6637 -2.0639 -0.1807
C -1.3197 0.5980 -0.3482
N 2.1278 -0.1092 -1.3131
C 2.0717 -1.4733 -1.1474
C 1.1407 -2.3949 -1.6086
C 1.3468 -3.7182 -1.2800
C 2.4488 -4.1242 -0.5267
C 3.3810 -3.2198 -0.0555
C 3.1717 -1.8857 -0.3645
H 2.6945 0.8921 1.9017
H 2.2960 -0.5507 2.8732
H 2.6126 1.0124 3.6690
H 5.7205 -1.2336 2.7210
H 4.0928 -1.8420 2.3099
H 5.4381 0.3725 0.6976
H 5.7905 -1.3468 0.3858
H 3.1347 3.6911 -1.9855
H 2.5313 2.1142 -2.5931
H 0.9314 1.0986 -1.2608
H -1.1480 3.9655 -0.1046
H -3.3982 3.6059 0.8506
H -3.5486 -0.4010 -2.1770
H -5.2349 -0.8352 -2.5290
H -3.9943 -2.1098 -2.3709
H -5.5241 -3.0737 -0.5829
H -5.6564 -2.1080 0.9056
H -6.6184 -1.6646 -0.5246
H -0.7615 -0.2697 -0.6645
H 0.2886 -2.0851 -2.1908
H 0.6374 -4.4595 -1.6125
H 2.5752 -5.1728 -0.3036
H 4.2329 -3.5417 0.5238
```

electronic energy: -2552.4914 Eh
SMILES: COCCn1c(SCC(=O)Nc2ccc(Cl)c(S(=O)(=O)N(C)C)c2)nc2ccccc21
HOMO level: -8.49 eV
relative energy (zero: lowest compared OMol25 entry of this formula, charge and spin): 0.0922 eV
2S+1: 1
maximum force: 1.1 eV Å⁻¹

***

(4)
Entry from OMol25: C6H10O as an isolated structure at a distorted geometry (ωB97M-V/def2-TZVPD).

```
17
C6H10O, DFT ωB97M-V/def2-TZVPD
C 1.7435 -0.6274 -0.1984
C 0.7343 0.3046 0.4428
C 0.0174 1.3524 -0.4528
C -1.3295 0.9312 0.1638
O -2.0636 -0.0171 -0.6448
C -1.4209 -1.0977 -0.0341
C -0.6465 -0.2188 0.9450
H 2.0454 -1.4247 0.4902
H 2.6378 -0.0657 -0.4882
H 1.3339 -1.0991 -1.0982
H 1.2035 0.8133 1.2910
H 0.3166 2.3913 -0.2781
H 0.0575 1.1472 -1.5275
H -1.9866 1.6966 0.5900
H -0.4362 -1.7884 -0.9372
H -1.4459 -2.1217 -0.3955
H -0.7566 -0.3741 2.0228
```

electronic energy: -309.6715 Eh
HOMO level: -8.10 eV
relative energy (zero: lowest compared OMol25 entry of this formula, charge and spin): 4.6483 eV
2S+1: 1
maximum force: 3.2 eV Å⁻¹

***

(5)
Entry from OMol25: a 2-piece molecular cluster, C2H3N3O overall at a distorted geometry (ωB97M-V/def2-TZVPD).

```
9
C2H3N3O, DFT ωB97M-V/def2-TZVPD
O -2.3010 0.3984 0.3928
C -1.2327 -0.2650 0.7653
C -0.2983 -0.9168 1.1645
N 1.9072 0.1027 -0.3239
N 0.9557 0.5764 -0.9487
N 0.0155 1.0760 -1.3161
H -2.0938 0.9497 -0.3786
H 0.5325 -1.4644 1.5401
H 2.5271 -0.4518 -0.9064
```

electronic energy: -317.3618 Eh
HOMO level: -9.40 eV
relative energy (zero: lowest compared OMol25 entry of this formula, charge and spin): 4.6389 eV
2S+1: 1
maximum force: 1.1 eV Å⁻¹

***

(6)
Entry from OMol25: a 3-piece molecular cluster, C28H42ClFN6O3 overall at a distorted geometry (ωB97M-V/def2-TZVPD).

```
81
C28H42ClFN6O3, DFT ωB97M-V/def2-TZVPD
H -1.6542 1.3590 2.1148
N -1.4999 0.9354 1.2032
C -2.1780 -0.1101 1.1039
N -3.0136 -0.6374 2.1419
N -2.1481 -0.8873 -0.0583
C -2.8032 -0.1460 -1.1892
C -1.7670 0.6556 -1.9704
C -0.7258 -0.2871 -2.6012
C 0.7105 0.2336 -2.4162
C 1.3917 -0.3559 -1.1981
C 1.9598 -1.7867 -1.4003
Cl 1.4067 -2.6805 -2.8837
C 1.7486 -2.7862 -0.2339
C 0.2975 -3.3385 -0.2892
C 2.6906 -3.9938 -0.2818
C 4.1458 -3.7021 0.1621
C 3.4197 -1.4115 -1.7874
O 4.1949 -1.9796 -2.4217
O 3.7104 -0.1846 -1.2957
C 2.5882 0.4296 -0.5879
C 2.9092 0.1004 0.8786
C 1.7156 0.2666 1.8583
F 4.0234 0.7571 1.3449
N 2.6045 1.8215 -1.0506
C 3.9486 2.3542 -1.3254
C 1.8203 2.7246 -0.2474
C 2.3535 3.3961 1.0064
O 0.7302 2.9776 -0.5902
H -2.5364 -1.4206 2.5797
H -3.1435 0.0936 2.8314
H -2.6644 -1.7447 0.0984
H -3.5711 0.5216 -0.7874
H -3.3236 -0.8559 -1.8331
H -2.3184 1.1175 -2.7962
H -1.3420 1.4530 -1.3656
H -0.8531 -1.2967 -2.2162
H -0.8851 -0.3482 -3.6790
H 1.3028 -0.0433 -3.2926
H 0.6556 1.3175 -2.4036
H 0.6568 -0.5154 -0.3954
H 1.8296 -2.3235 0.7498
H -0.4213 -2.5760 -0.5790
H 0.0489 -3.6046 0.7452
H 0.2230 -4.2504 -0.8726
H 2.2772 -4.7208 0.4226
H 2.6768 -4.4835 -1.2525
H 4.2883 -2.6555 0.4400
H 4.4656 -4.3049 1.0081
H 4.8058 -3.8665 -0.6865
H 3.1512 -0.9579 0.9027
H 0.8775 0.7286 1.3324
H 2.0279 0.9453 2.6493
H 1.4175 -0.6845 2.2904
H 3.8954 3.4446 -1.3349
H 4.7193 2.0635 -0.6083
H 4.2893 2.0569 -2.3127
H 1.4959 3.8280 1.5161
H 3.0154 4.2308 0.7750
H 2.8379 2.7244 1.7084
C -2.6451 5.5220 -5.4260
C -2.1338 5.0550 -4.2268
C -2.8503 4.0864 -3.5405
N -4.0071 3.5794 -3.9670
C -4.4833 4.0430 -5.1221
C -3.8454 5.0070 -5.8876
H -2.1157 6.2774 -5.9935
H -1.2003 5.4312 -3.8307
H -2.4876 3.6883 -2.5987
H -5.4267 3.6137 -5.4426
H -4.2783 5.3445 -6.8195
C -2.5756 -3.5894 7.1996
C -3.6114 -3.2082 6.3637
C -3.4193 -2.1138 5.5353
N -2.2908 -1.3994 5.4981
C -1.3075 -1.7839 6.3127
C -1.3964 -2.8646 7.1757
H -2.6860 -4.4398 7.8607
H -4.5488 -3.7473 6.3524
H -4.2024 -1.7826 4.8612
H -0.4039 -1.1857 6.2644
H -0.5633 -3.1295 7.8123
```

electronic energy: -2206.4114 Eh
SMILES: [H]/N=C(\N)NCCCC[C@H]1[C@](Cl)([C@@H](C)CC)C(=O)O[C@@]1([C@H](C)F)N(C)C(C)=O.c1ccncc1.c1ccncc1
HOMO level: -9.14 eV
2S+1: 1
maximum force: 4.0 eV Å⁻¹